Here is C3H9N3OS in the gas phase in a non-equilibrium geometry from the OMol25 dataset. Energies are from wB97M-V/def2-TZVPD.

Results
E = -757.235645 Ha
F_max = 0.06324 hartree/bohr
Kohn-Sham gap = 9.109 eV
Energy above the lowest of the compared OMol25 structures with the same formula, charge and spin = 4.691 eV
HOMO level = -8.4 eV

Geometry as ORCA input:
```
! RIJCOSX wB97M-V def2-TZVPD def2/J DEFGRID3
* xyz 0 1
C -2.85744 0.39642 0.12343
C 2.47947 0.00142 1.11294
C -0.89229 -0.72599 -0.40364
N 1.13696 -1.61829 -0.76473
N 0.02136 -1.47637 0.04812
N 0.91752 1.21326 -0.64484
O -1.99231 -0.64665 0.33291
S 2.03821 0.15056 -0.71804
H -2.27892 1.44810 0.06041
H -3.63018 0.32207 0.92122
H -3.25749 0.37745 -0.86804
H 3.19647 -0.92797 1.05333
H 1.64931 -0.18979 1.76667
H 2.84416 1.06281 1.13569
H -0.93373 -0.18729 -1.36944
H 1.83861 -2.18930 -0.13741
H 0.63065 1.41996 -1.60082
*
```

Here is C3H9N3OS in the gas phase in a non-equilibrium geometry from the OMol25 dataset. Energies are from wB97M-V/def2-TZVPD.

Results
E = -757.318545 Ha
F_max = 0.03427 hartree/bohr
Kohn-Sham gap = 9.087 eV
Energy above the lowest of the compared OMol25 structures with the same formula, charge and spin = 2.435 eV
HOMO level = -8.3 eV
SMILES = COC/C(=N\S)NN

Geometry as ORCA input:
```
! RIJCOSX wB97M-V def2-TZVPD def2/J DEFGRID3
* xyz 0 1
C 0.06730 2.11876 -0.77645
O -0.36587 1.58876 0.44497
C 0.41784 0.62248 1.06869
C 0.38080 -0.67663 0.17792
N -0.63131 -1.19019 -0.38087
S -2.19878 -0.54740 -0.03157
N 1.62899 -1.26995 0.03358
N 2.76790 -0.51573 -0.29063
H 0.04866 1.33297 -1.58617
H -0.64251 2.89653 -1.01556
H 1.06190 2.55478 -0.69343
H 1.48608 0.97050 1.16959
H 0.01877 0.48484 2.08953
H -2.85244 -1.65559 -0.40080
H 1.61480 -2.17786 -0.45846
H 2.60312 0.18495 -1.01420
H 3.21433 -0.09928 0.49947
*
```

Here is 2 unconnected molecules or ions with the total composition C3H9N3OS in a non-equilibrium geometry from the OMol25 dataset. Energies are from wB97M-V/def2-TZVPD.

Results
E = -757.218847 Ha
F_max = 0.12741 hartree/bohr
Kohn-Sham gap = 9.099 eV
Energy above the lowest of the compared OMol25 structures with the same formula, charge and spin = 5.148 eV
HOMO level = -8.8 eV

Geometry as ORCA input:
```
! RIJCOSX wB97M-V def2-TZVPD def2/J DEFGRID3
* xyz 0 1
C -2.60669 -0.34453 -1.34549
C 2.84827 -1.95761 1.46549
C -1.10948 1.58357 -0.92343
N 0.99376 0.34198 0.92336
N 0.22763 -0.22438 0.26483
N -1.14637 2.75789 -0.43294
O -2.34487 1.01528 -0.91984
S 2.72216 -0.14427 1.60147
H -3.55592 -0.39683 -0.99882
H -1.79559 -0.92473 -0.83355
H -2.70811 -0.29489 -2.38790
H 2.35731 -2.48263 2.42484
H 3.80636 -2.17534 1.17311
H 2.01082 -2.26392 0.70460
H -0.29455 0.91693 -1.39867
H 0.94320 1.28896 1.18047
H -0.34792 3.30453 -0.49754
*
```

Here is a gas-phase ion, C3H9N4 (charge +1) in a non-equilibrium geometry from the OMol25 dataset. Energies are from wB97M-V/def2-TZVPD.

Results
E = -338.338483 Ha
F_max = 0.09022 hartree/bohr
Kohn-Sham gap = 9.827 eV
Energy above the lowest of the compared OMol25 structures with the same formula, charge and spin = 4.962 eV
HOMO level = -14.5 eV
SMILES = CN=[N+]=N[C@H](C)N

Geometry as ORCA input:
```
! RIJCOSX wB97M-V def2-TZVPD def2/J DEFGRID3
* xyz 1 1
C 0.09594 -2.04978 2.41618
N 0.21992 -1.68048 1.11181
N 0.62120 -0.74868 0.57841
N 1.01281 0.04932 -0.15693
C 0.07521 1.23917 -0.69166
C -1.04746 0.49084 -1.45166
N 0.85044 2.13778 -1.49428
H -0.72990 -2.80614 2.31743
H 0.88929 -2.47990 2.96635
H -0.33267 -1.27897 2.99661
H -0.27472 1.76889 0.24121
H -2.08093 0.43023 -1.02139
H -0.87436 -0.54834 -1.86486
H -1.19677 1.06157 -2.38356
H 1.05093 1.86015 -2.46076
H 1.72107 2.55434 -1.10289
*
```

Here is 2 unconnected molecules or ions with the total composition C3H9N4 in a non-equilibrium geometry from the OMol25 dataset. Energies are from wB97M-V/def2-TZVPD.

Results
E = -338.415664 Ha
F_max = 0.09677 hartree/bohr
Kohn-Sham gap = 10.045 eV
Energy above the lowest of the compared OMol25 structures with the same formula, charge and spin = 2.862 eV
HOMO level = -13.8 eV

Geometry as ORCA input:
```
! RIJCOSX wB97M-V def2-TZVPD def2/J DEFGRID3
* xyz 1 1
C -0.70091 -2.15966 1.31794
C 0.84400 -1.36274 -0.16604
C 0.58976 2.04433 -0.64605
N -0.54478 -3.22994 0.74143
N 0.03210 1.39332 0.39238
N 0.30898 -1.09407 0.93478
N -0.22871 2.73944 -1.38144
H -1.41014 -1.86889 2.15939
H 1.61872 -0.65539 -0.58180
H 0.70644 -2.28203 -0.62750
H 1.59601 2.11869 -0.97390
H -1.13275 -4.06389 0.95989
H -0.96367 1.75657 0.37583
H 0.32890 0.48335 0.75212
H -1.20656 2.97846 -1.02523
H 0.16260 3.20243 -2.23181
*
```

Here is a molecular structure, C3H9N4 in a non-equilibrium geometry from the OMol25 dataset. Energies are from wB97M-V/def2-TZVPD.

Results
E = -338.229234 Ha
F_max = 0.08032 hartree/bohr
Kohn-Sham gap (alpha / beta) = 5.597 / 8.227 eV
⟨S²⟩ = 2.022
Energy above the lowest of the compared OMol25 structures with the same formula, charge and spin = 3.523 eV
HOMO level (alpha / beta) = -10.0 / -14.1 eV

Geometry as ORCA input:
```
! RIJCOSX wB97M-V def2-TZVPD def2/J DEFGRID3
* xyz 1 3
C -1.86931 -0.00640 0.95881
C -0.79233 1.76397 -0.33842
C 1.10825 -1.69458 0.35684
N -1.41898 1.14494 0.54676
N -0.99822 -1.08983 1.13872
N -0.15473 2.86866 -0.70151
N 0.34297 -0.86368 1.07199
H -2.80863 0.14810 1.36053
H 0.28022 0.20732 -1.70209
H 0.70438 -0.33159 -2.06519
H 2.09849 -1.57881 0.45169
H 0.78212 -2.53935 -0.32424
H -1.38369 -1.88959 0.67894
H -0.07115 3.59342 0.00247
H 0.07200 3.13818 -1.63054
H 0.77267 -0.04216 1.55571
*
```

Here is C3H9NO in the gas phase in a non-equilibrium geometry from the OMol25 dataset. Energies are from wB97M-V/def2-TZVPD.

Results
E = -249.650474 Ha
F_max = 0.09582 hartree/bohr
Kohn-Sham gap = 10.767 eV
Energy above the lowest of the compared OMol25 structures with the same formula, charge and spin = 1.720 eV
HOMO level = -9.9 eV
SMILES = C[C@H](O)CN

Geometry as ORCA input:
```
! RIJCOSX wB97M-V def2-TZVPD def2/J DEFGRID3
* xyz 0 1
C 0.79297 1.22949 0.04960
C -0.07851 0.06074 -0.59558
O -0.91417 0.60243 -1.67852
C -0.88366 -0.85501 0.28649
N -0.16885 -1.45434 1.50318
H 1.31651 1.65020 -0.84571
H 0.06739 1.98964 0.38309
H 1.48594 0.82883 0.86095
H 0.62536 -0.54725 -1.03626
H -0.32868 0.71537 -2.40599
H -1.64490 -0.18971 0.60716
H -1.21027 -1.65154 -0.39428
H 0.88101 -1.63906 1.15047
H 0.05986 -0.73978 2.11542
*
```

Here is a molecular structure, C3H9NO in a non-equilibrium geometry from the OMol25 dataset. Energies are from wB97M-V/def2-TZVPD.

Results
E = -249.561950 Ha
F_max = 0.05550 hartree/bohr
Kohn-Sham gap = 7.264 eV
Energy above the lowest of the compared OMol25 structures with the same formula, charge and spin = 4.129 eV
HOMO level = -6.4 eV

Geometry as ORCA input:
```
! RIJCOSX wB97M-V def2-TZVPD def2/J DEFGRID3
* xyz 0 1
C 0.13010 0.05103 -0.35573
C -1.09860 0.67479 0.07305
C 1.40482 0.80954 -0.06605
N 0.05242 -1.44085 0.77613
O -2.28596 0.07873 -0.43014
H -2.26806 0.05586 -1.39955
H 0.14708 -0.42112 -1.34558
H -0.51836 -2.07528 0.22054
H 1.00875 -1.72857 0.98528
H -1.15430 1.75814 0.17578
H -0.59970 -0.78595 1.36335
H 1.49033 1.66938 -0.73321
H 2.28699 0.18433 -0.22980
H 1.40451 1.16999 0.96594
*
```

Here is 2 unconnected molecules or ions with the total composition C3H9NO in a non-equilibrium geometry from the OMol25 dataset. Energies are from wB97M-V/def2-TZVPD.

Results
E = -249.641542 Ha
F_max = 0.02977 hartree/bohr
Kohn-Sham gap = 9.930 eV
Energy above the lowest of the compared OMol25 structures with the same formula, charge and spin = 1.963 eV
HOMO level = -9.0 eV
SMILES = C=NCC.O

Geometry as ORCA input:
```
! RIJCOSX wB97M-V def2-TZVPD def2/J DEFGRID3
* xyz 0 1
C 1.09185 0.23414 -0.57451
N 0.53072 0.43278 0.52926
C -0.55948 1.39710 0.58849
C -0.47165 2.30103 1.82909
H 1.15222 0.94117 -1.41444
H 1.48290 -0.73002 -0.89580
H -0.60605 2.00087 -0.33100
H -1.45054 0.78100 0.55170
H -0.99130 3.21920 1.59348
H -0.88294 1.75759 2.67386
H 0.58826 2.40591 2.04917
O -0.39986 -3.63906 -1.89660
H 0.29124 -4.31003 -1.87219
H -1.13706 -4.03638 -2.36913
*
```

Here is 2 unconnected molecules or ions with the total composition C3H9NO in a non-equilibrium geometry from the OMol25 dataset. Energies are from wB97M-V/def2-TZVPD.

Results
E = -249.598452 Ha
F_max = 0.05969 hartree/bohr
Kohn-Sham gap = 10.361 eV
Energy above the lowest of the compared OMol25 structures with the same formula, charge and spin = 3.136 eV
HOMO level = -9.3 eV
SMILES = C=N.CCO

Geometry as ORCA input:
```
! RIJCOSX wB97M-V def2-TZVPD def2/J DEFGRID3
* xyz 0 1
C -2.66043 0.74112 0.03137
N -2.15149 -0.32853 -0.36682
H -2.11554 1.66103 0.06921
H -3.36061 0.86358 0.86399
H -2.29010 -1.14172 0.21754
C 2.21235 -0.43667 -0.42278
C 0.85481 -0.42442 0.26633
O 0.26472 0.84930 0.42124
H 2.44353 0.44072 -0.99338
H 2.26100 -1.40779 -1.06249
H 2.98917 -0.33197 0.39945
H 0.19806 -1.09541 -0.33056
H 0.84042 -0.80012 1.30261
H 0.51413 1.41087 -0.39571
*
```